Here is a cluster of 9 separate species, C49H124N10O17 in total in a non-equilibrium geometry from OMol25. Energies are from wB97M-V/def2-TZVPD.

Each line ends with the Mulliken charge.
Element x y z (Å)
C  -24.54970  12.25913  35.10800  -0.761
O  -23.41840  12.55046  34.35491  -0.348
C  -22.60823  11.43956  34.03808  -0.349
C  -21.27107  12.01671  33.49517  -0.510
N  -20.15994  11.07694  33.60685  -0.067
C  -19.84050  10.62035  34.93184  -0.006
C  -20.07804  11.55567  36.17579  -0.582
O  -20.00649  10.86191  37.40594  -0.417
C  -21.26726  10.44345  37.93071  -0.641
H  -25.33185  11.71906  34.55929  0.282
H  -24.83030  13.21648  35.54903  0.287
H  -24.34530  11.59504  35.96512  0.275
H  -23.15408  10.72887  33.40727  0.430
H  -22.43329  10.86958  34.96112  0.258
H  -20.88977  12.93818  33.94932  0.412
H  -21.48041  12.35250  32.47684  0.157
H  -19.36068  11.44544  33.11493  0.117
H  -18.77714  10.38205  34.96663  -0.434
H  -20.31644  9.66142  35.16763  0.214
H  -20.91914  12.23985  36.04711  0.643
H  -19.17800  12.16923  36.27769  0.227
H  -21.25007  10.62339  39.00316  0.301
H  -21.57163  9.43092  37.66123  0.260
H  -22.02210  11.10979  37.49850  0.218
C  -18.40996  23.00740  26.52349  -0.796
O  -17.13540  22.41330  26.43602  -0.219
C  -16.38439  22.52386  27.60206  -0.996
C  -14.97727  21.90554  27.62218  0.510
N  -14.31171  22.22311  28.88366  -0.418
C  -14.46819  21.12107  29.88954  -0.796
C  -13.20171  20.26039  29.93075  -0.385
O  -12.06366  21.03624  30.22228  -0.389
C  -11.91375  21.46449  31.54419  -0.691
H  -18.39642  24.03116  26.91547  0.323
H  -18.96930  22.43351  27.27072  0.316
H  -18.91593  23.08002  25.56568  0.244
H  -17.00880  22.14649  28.43029  0.357
H  -16.15040  23.53885  27.95536  0.427
H  -14.53695  22.43054  26.77014  0.297
H  -14.93246  20.82613  27.46004  -0.249
H  -13.32585  22.03878  28.70752  0.351
H  -15.31136  20.46522  29.66906  0.307
H  -14.47241  21.59756  30.87255  0.461
H  -13.18106  19.84273  28.91916  0.142
H  -13.26179  19.47002  30.68513  0.410
H  -11.02451  22.06371  31.75784  0.276
H  -11.88659  20.61951  32.23580  0.292
H  -12.65037  22.24162  31.78688  0.295
C  -14.80219  8.65576  32.04587  -0.699
O  -15.79421  8.72373  33.04374  -0.427
C  -15.85748  9.82058  33.93125  -0.709
C  -16.01094  11.21538  33.26550  -0.262
N  -14.78120  11.73821  32.67378  -0.430
C  -15.14029  12.65805  31.53489  -0.548
C  -13.95858  12.62060  30.55172  -0.595
O  -13.99333  11.41650  29.83802  -0.260
C  -12.98164  11.27368  28.87156  -0.877
H  -15.08592  9.28712  31.20123  0.226
H  -14.74623  7.63006  31.68066  0.313
H  -13.77602  8.89428  32.34509  0.355
H  -14.97358  9.94261  34.57242  0.342
H  -16.67534  9.67194  34.63330  0.394
H  -16.43196  11.89067  34.02316  0.331
H  -16.88274  11.15163  32.59403  0.096
H  -14.45710  10.94506  32.13791  0.358
H  -15.26472  13.69954  31.83132  0.432
H  -16.01604  12.26771  31.01832  0.320
H  -13.02697  12.66762  31.13034  0.428
H  -14.00394  13.50003  29.89721  0.355
H  -12.85758  10.20817  28.68950  0.246
H  -11.98998  11.65782  29.13939  0.362
H  -13.22187  11.81572  27.95165  0.265
C  -11.19552  22.00181  17.42028  -0.740
O  -11.88988  23.24665  17.54090  -0.309
C  -11.31264  24.24415  18.36680  -0.576
C  -11.58810  23.90614  19.84559  0.097
N  -10.47948  24.36878  20.67432  -0.484
C  -10.24398  23.51538  21.82530  -0.709
C  -11.42273  23.16727  22.73442  -0.496
O  -11.70374  21.78574  22.59562  -0.358
C  -12.44514  21.25186  23.65947  -1.027
H  -10.81511  21.65631  18.37834  0.346
H  -10.40748  22.23100  16.68751  0.309
H  -11.81648  21.36714  16.79024  0.219
H  -11.96342  25.09634  18.14839  0.162
H  -10.31021  24.59312  18.10349  0.479
H  -11.59094  22.80810  19.86460  0.000
H  -12.54740  24.31633  20.15293  0.141
H  -9.61873  24.44639  20.15685  0.253
H  -9.53559  24.05430  22.46424  0.331
H  -9.72030  22.62074  21.46140  0.344
H  -12.33480  23.70133  22.44268  0.360
H  -11.15139  23.45002  23.75394  0.469
H  -12.36337  20.16945  23.55957  0.270
H  -13.45858  21.65628  23.74234  0.333
H  -11.97841  21.40375  24.64471  0.572
C  -17.84551  21.82095  16.79556  -0.744
O  -16.55348  21.63804  17.35582  -0.350
C  -16.08158  22.69700  18.21826  -0.934
C  -14.79588  22.27438  18.91639  0.487
N  -15.25013  21.23136  19.88696  -0.435
C  -14.11700  20.39362  20.31742  -0.028
C  -14.63130  19.32684  21.29118  -0.546
O  -13.48628  18.61742  21.66703  -0.322
C  -13.77454  17.51832  22.50133  -0.687
H  -17.90873  21.26022  15.86718  0.228
H  -18.01742  22.87320  16.54945  0.306
H  -18.55914  21.49623  17.55486  0.292
H  -16.88302  22.85568  18.94431  0.378
H  -16.04602  23.59350  17.59368  0.475
H  -14.43545  23.14816  19.46316  -0.066
H  -14.00784  21.99164  18.21442  -0.009
H  -15.67868  20.61441  19.19429  0.313
H  -13.31964  20.88794  20.87719  -0.128
H  -13.64758  19.93054  19.44363  0.240
H  -15.36289  18.64352  20.81926  0.568
H  -15.32200  19.66352  22.07937  0.175
H  -12.86081  16.96237  22.69121  0.334
H  -14.49680  16.82092  22.05637  0.389
H  -14.29735  17.83578  23.41126  0.102
C  -15.97662  19.35019  25.43463  -0.619
O  -15.80372  18.01264  25.80176  0.287
C  -15.10846  17.80174  27.01752  -0.233
C  -15.18921  16.37889  27.52860  -0.963
N  -16.47849  16.03881  28.06071  0.145
C  -16.51791  14.70763  28.60818  -0.574
C  -17.81098  14.38047  29.32807  0.199
O  -17.84830  13.00414  29.73229  -0.314
C  -18.95765  12.75665  30.56352  -0.404
H  -16.43451  19.96260  26.21636  0.234
H  -16.71761  19.42075  24.63568  0.019
H  -15.07004  19.84170  25.06795  0.228
H  -15.47837  18.51683  27.76030  0.019
H  -14.04662  18.01668  26.84209  0.329
H  -14.37127  16.10796  28.20760  0.625
H  -14.92283  15.66666  26.71978  0.309
H  -17.08832  16.22727  27.26886  -0.369
H  -15.82764  14.71659  29.45930  0.265
H  -16.23842  13.97139  27.84489  0.386
H  -18.66548  14.47193  28.64814  -0.496
H  -17.96497  15.03727  30.18696  0.387
H  -18.93164  13.48576  31.38593  0.424
H  -18.89402  11.75708  30.98649  0.472
H  -19.93344  12.94853  30.10381  -0.336
C  -22.83264  11.31643  30.16220  0.113
O  -23.33469  12.47340  29.47606  -0.406
C  -23.70072  12.14570  28.13009  -0.591
C  -24.62465  10.94481  27.91353  -0.474
N  -25.86323  11.01831  28.66756  -0.426
C  -26.52363  9.71687  28.77176  -0.796
C  -26.84643  9.06940  27.36974  -0.568
O  -25.66962  8.67957  26.64438  -0.261
C  -26.06652  7.89867  25.52778  -0.754
H  -22.41722  10.49556  29.57789  0.336
H  -23.62243  10.89390  30.78914  0.246
H  -22.06300  11.75506  30.79664  -0.522
H  -22.76771  12.09103  27.56034  0.333
H  -24.22059  12.97255  27.63660  0.275
H  -24.09154  10.00691  28.12489  0.338
H  -24.82147  10.91607  26.84150  0.470
H  -25.55372  11.35473  29.57589  0.231
H  -27.44447  9.84585  29.33997  0.455
H  -25.92740  8.96615  29.30832  0.385
H  -27.31549  9.82125  26.73588  0.372
H  -27.38824  8.17850  27.68829  0.452
H  -26.68160  8.46874  24.82849  0.306
H  -26.59055  6.98630  25.82753  0.282
H  -25.15659  7.55428  25.03804  0.255
C  -22.24494  15.02691  25.65716  -0.999
O  -21.36832  14.55344  26.65590  -0.095
C  -21.71146  14.91414  27.98800  0.454
C  -21.31109  16.38996  28.17987  -0.920
N  -19.93335  16.71862  27.88270  0.463
C  -19.68332  18.11253  27.56445  -0.801
C  -20.08185  18.57162  26.14009  -0.669
O  -19.51616  17.80737  25.10798  -0.046
C  -19.60298  18.37807  23.83455  -1.096
H  -22.68600  16.01170  25.84260  0.363
H  -23.06230  14.30644  25.56681  0.303
H  -21.76577  15.17160  24.68841  0.298
H  -21.17570  14.24078  28.65824  -0.594
H  -22.75869  14.69956  28.20921  0.371
H  -21.56044  16.65731  29.21426  0.462
H  -22.01488  17.01555  27.60976  0.314
H  -19.74769  16.18536  27.03582  -0.535
H  -18.58837  18.16314  27.57981  -0.008
H  -20.00508  18.80975  28.33614  0.508
H  -19.69079  19.59570  26.05541  0.501
H  -21.16848  18.62969  25.98915  0.429
H  -20.60222  18.79096  23.65844  0.327
H  -19.20932  17.63561  23.14248  0.391
H  -18.94079  19.24920  23.71330  0.256
N  -18.72828  13.47956  25.31549  -0.327
C  -17.64866  14.26987  25.02363  0.553
N  -17.82129  15.60340  25.21491  0.241
O  -16.60036  13.81224  24.57155  -0.731
H  -19.50070  13.82150  25.86610  0.195
H  -18.43648  12.51696  25.36868  0.263
H  -16.99073  16.14663  25.02667  -0.073
H  -18.69737  16.10532  25.31456  0.061

The structure (SMILES) is COCCNCCOC.COCCNCCOC.COCCNCCOC.COCCNCCOC.COCCNCCOC.COCCNCCOC.COCCNCCOC.COCCNCCOC.NC(N)=O. The value obtained for the orbital gap is 0.3321 hartree. For the energy relative to the best compared isomer or geometry (same formula, charge and spin), the calculation gives 494.4 kJ/mol.